1.
{"formula": "C30H38BF10N2O18", "method": "ωB97M-V/def2-TZVPD", "symbols": ["C", "C", "O", "B", "O", "C", "C", "C", "C", "C", "C", "F", "F", "C", "F", "F", "F", "C", "C", "N", "N", "C", "C", "C", "C", "O", "H", "H", "H", "H", "H", "H", "H", "H", "H", "H", "H", "H", "H", "H", "H", "H", "H", "H", "H", "H", "H", "H", "H", "C", "C", "O", "C", "O", "O", "F", "H", "H", "H", "C", "C", "O", "C", "O", "O", "F", "H", "H", "H", "C", "C", "O", "C", "O", "O", "F", "H", "H", "H", "C", "C", "O", "C", "O", "O", "F", "H", "H", "H", "C", "C", "O", "C", "O", "O", "F", "H", "H", "H"], "positions_angstrom": [[-1.128, -6.035, 3.452], [-0.537, -5.592, 2.114], [-1.283, -4.522, 1.495], [-2.236, -4.837, 0.607], [-2.990, -5.985, 0.718], [-2.517, -3.798, -0.588], [-1.505, -3.539, -1.540], [-0.140, -4.180, -1.455], [1.033, -3.423, -2.107], [1.849, -2.518, -1.174], [1.101, -1.319, -0.624], [1.967, -0.277, -0.547], [0.105, -0.918, -1.449], [0.493, -1.489, 0.815], [-0.831, -1.550, 0.751], [0.935, -2.590, 1.391], [0.812, -0.471, 1.584], [-1.838, -2.682, -2.585], [-3.099, -2.082, -2.595], [-4.015, -2.313, -1.686], [-3.690, -3.164, -0.727], [-4.771, -3.389, 0.248], [-5.563, -4.684, -0.030], [-6.928, -4.386, -0.639], [-7.899, -3.746, 0.346], [-9.239, -3.808, -0.065], [-1.373, -7.093, 3.432], [-0.400, -5.896, 4.244], [-2.036, -5.486, 3.668], [0.455, -5.187, 2.282], [-0.418, -6.438, 1.439], [-2.690, -6.735, 0.193], [0.134, -4.408, -0.430], [-0.214, -5.145, -1.962], [0.753, -2.848, -2.981], [1.729, -4.178, -2.461], [2.323, -3.100, -0.391], [2.652, -2.101, -1.778], [-1.151, -2.446, -3.378], [-3.327, -1.387, -3.388], [-4.377, -3.315, 1.257], [-5.458, -2.561, 0.126], [-5.648, -5.258, 0.888], [-4.993, -5.293, -0.727], [-7.348, -5.293, -1.074], [-6.773, -3.702, -1.475], [-7.665, -2.683, 0.414], [-7.745, -4.159, 1.349], [-9.407, -4.647, -0.503], [4.099, 2.222, -0.358], [4.043, 2.262, -1.867], [5.313, 2.789, -2.202], [6.183, 2.428, -1.213], [7.360, 2.461, -1.295], [5.491, 1.999, -0.123], [3.069, 3.091, -2.320], [3.793, 3.169, 0.083], [3.511, 1.417, 0.072], [3.925, 1.289, -2.347], [6.492, -1.051, 1.364], [5.693, -1.836, 2.380], [5.061, -2.813, 1.572], [5.857, -3.029, 0.481], [5.731, -3.937, -0.268], [6.783, -2.050, 0.377], [4.741, -1.079, 2.980], [5.892, -0.263, 0.907], [7.404, -0.620, 1.766], [6.289, -2.330, 3.148], [2.184, 5.820, 3.153], [3.286, 4.943, 2.601], [3.113, 5.085, 1.199], [2.553, 6.313, 0.979], [2.499, 6.853, -0.072], [2.072, 6.821, 2.134], [3.121, 3.639, 2.934], [1.243, 5.275, 3.235], [2.426, 6.273, 4.110], [4.295, 5.256, 2.873], [-0.051, 9.301, 1.377], [0.146, 10.667, 0.760], [-0.107, 11.529, 1.854], [0.202, 10.853, 2.998], [0.342, 11.347, 4.062], [0.336, 9.527, 2.735], [-0.747, 10.917, -0.227], [-1.100, 9.000, 1.343], [0.565, 8.532, 0.921], [1.152, 10.852, 0.382], [-1.490, 2.847, -3.859], [-2.242, 2.081, -2.792], [-2.831, 1.026, -3.545], [-2.024, 0.792, -4.618], [-2.081, -0.193, -5.278], [-1.153, 1.801, -4.785], [-3.218, 2.812, -2.214], [-2.131, 3.580, -4.349], [-0.591, 3.335, -3.493], [-1.608, 1.655, -2.011]], "forces_ev_per_angstrom": [[0.143, -0.258, -0.314], [0.180, 0.008, 0.883], [0.193, -0.023, -0.728], [-0.474, -0.062, 0.603], [0.529, -0.051, -0.402], [0.345, 0.411, -0.238], [-0.204, 0.559, -0.457], [0.136, 0.009, -0.391], [0.136, -0.126, 0.425], [-0.286, -0.134, -0.649], [0.511, -0.176, 0.433], [0.143, 0.218, 0.007], [-0.185, 0.082, -0.239], [0.129, 0.283, -0.452], [-0.698, -0.176, -0.086], [0.231, -0.665, 0.285], [0.150, 0.577, 0.374], [-0.261, -0.444, 0.774], [0.515, -0.207, -0.374], [0.081, -0.072, 0.207], [0.150, -0.125, 0.147], [-0.763, -0.128, 0.105], [0.097, 0.130, -0.215], [0.172, 0.232, -0.116], [0.327, 0.144, -0.083], [-0.150, 0.080, -0.087], [-0.134, -0.095, -0.007], [-0.066, 0.160, 0.193], [-0.072, 0.139, 0.132], [0.094, 0.166, -0.131], [-0.209, 0.043, -0.231], [-0.298, -0.149, 0.032], [-0.143, 0.019, 0.217], [-0.100, -0.107, -0.034], [-0.191, -0.030, -0.148], [0.108, -0.044, -0.095], [-0.024, 0.067, 0.249], [0.135, 0.090, -0.008], [0.079, 0.064, -0.086], [-0.356, 0.065, 0.026], [0.326, -0.190, 0.020], [0.160, 0.310, -0.042], [-0.046, -0.083, 0.103], [0.078, -0.138, 0.010], [-0.076, -0.196, 0.164], [-0.127, -0.003, -0.180], [-0.042, 0.121, 0.143], [-0.183, -0.231, 0.044], [-0.030, -0.098, 0.078], [-0.217, -0.197, 0.212], [0.052, 0.280, -0.003], [0.009, -0.297, 0.026], [-0.029, 0.075, -0.049], [0.022, 0.068, 0.032], [0.033, -0.011, -0.013], [0.067, 0.000, -0.012], [0.002, 0.071, -0.177], [0.140, -0.072, 0.042], [-0.108, 0.027, -0.048], [0.170, 0.160, -0.031], [-0.181, 0.110, -0.109], [0.200, -0.160, 0.118], [-0.002, 0.207, -0.126], [-0.120, -0.030, -0.065], [-0.098, -0.094, 0.153], [-0.026, -0.037, -0.060], [-0.065, 0.020, 0.111], [0.111, -0.145, -0.123], [-0.070, 0.037, 0.083], [-0.024, 0.153, 0.199], [-0.157, -0.143, -0.067], [0.188, 0.259, 0.191], [-0.106, 0.010, -0.082], [-0.077, -0.041, -0.053], [0.051, -0.139, 0.065], [-0.006, 0.011, -0.087], [0.050, -0.109, -0.043], [0.025, 0.169, -0.095], [0.031, -0.115, 0.041], [0.089, -0.286, -0.082], [-0.227, 0.076, 0.090], [0.296, -0.052, -0.004], [-0.102, -0.006, 0.007], [-0.043, 0.012, 0.036], [-0.009, 0.032, -0.102], [-0.016, 0.025, 0.066], [-0.047, 0.135, -0.073], [0.120, 0.026, 0.146], [-0.038, 0.022, -0.111], [0.158, 0.114, 0.015], [-0.198, 0.138, -0.137], [0.259, -0.029, 0.260], [0.010, 0.012, -0.076], [-0.004, -0.096, 0.039], [-0.074, 0.049, 0.065], [-0.010, -0.048, -0.050], [-0.096, -0.038, 0.050], [0.102, -0.138, -0.094], [-0.060, 0.021, 0.066]], "energy_ev": -99409.3138, "orbital_gap_ev": 8.4, "charge": 1, "e_homo_ev": -12.563, "max_force_ev_per_a": 0.93, "lumo_ev": -4.17}


2.
{"formula": "C21H31N3O5S2", "method": "ωB97M-V/def2-TZVPD", "symbols": ["C", "C", "O", "C", "C", "H", "C", "N", "C", "O", "C", "N", "C", "O", "C", "H", "H", "S", "C", "C", "C", "C", "C", "C", "H", "H", "S", "O", "O", "N", "C", "H", "C", "H", "C", "H", "C", "C", "H", "C", "H", "H", "H", "H", "H", "H", "H", "H", "H", "H", "H", "H", "H", "H", "H", "H", "H", "H", "H", "H", "H", "H"], "positions_angstrom": [[1.297, 4.188, 2.767], [1.961, 2.833, 2.945], [1.514, 1.966, 1.917], [2.167, 0.715, 1.861], [1.625, -0.311, 2.865], [2.292, -1.173, 2.878], [0.220, -0.772, 2.492], [-0.685, 0.356, 2.464], [-2.018, 0.215, 2.514], [-2.584, -0.822, 2.787], [-2.784, 1.504, 2.195], [-2.234, 2.190, 1.035], [-2.004, 3.531, 1.134], [-2.195, 4.153, 2.157], [-1.497, 4.171, -0.134], [-1.287, 5.224, 0.042], [-2.208, 4.056, -0.954], [0.059, 3.355, -0.603], [-0.627, 1.748, -0.752], [-0.024, 0.812, -1.581], [-0.596, -0.431, -1.744], [-1.805, -0.738, -1.147], [-2.395, 0.174, -0.294], [-1.782, 1.400, -0.032], [-3.319, -0.079, 0.197], [-2.264, -1.693, -1.344], [0.313, -1.713, -2.599], [1.387, -1.104, -3.326], [-0.617, -2.554, -3.296], [0.923, -2.504, -1.269], [0.195, -3.650, -0.766], [-0.605, -3.845, -1.483], [1.047, -4.904, -0.591], [0.408, -5.685, -0.174], [1.662, -5.406, -1.897], [0.877, -5.822, -2.530], [2.398, -4.319, -2.688], [3.217, -3.376, -1.808], [3.882, -2.803, -2.454], [2.335, -2.385, -1.008], [2.598, -1.362, -1.281], [2.489, -2.500, 0.069], [3.835, -3.960, -1.124], [1.684, -3.730, -3.265], [3.068, -4.802, -3.402], [2.357, -6.214, -1.655], [1.836, -4.708, 0.137], [-0.258, -3.385, 0.201], [0.893, 1.048, -2.098], [-3.839, 1.256, 2.044], [-2.714, 2.201, 3.037], [-0.257, 1.234, 2.192], [0.241, -1.248, 1.501], [-0.165, -1.500, 3.212], [1.615, 0.124, 3.866], [3.246, 0.855, 2.018], [2.007, 0.349, 0.842], [3.054, 2.935, 2.880], [1.715, 2.418, 3.933], [1.518, 4.578, 1.777], [1.672, 4.880, 3.516], [0.219, 4.108, 2.877]], "forces_ev_per_angstrom": [[0.136, -0.402, -0.007], [0.067, 0.224, 0.166], [-0.104, 0.188, -0.045], [0.272, -0.351, 0.191], [-0.223, 0.261, -0.349], [0.045, -0.036, 0.024], [0.021, -0.243, 0.227], [0.392, 0.173, 0.095], [-0.015, 0.474, 0.016], [-0.264, -0.295, 0.053], [-0.294, -0.161, 0.277], [-0.096, -0.241, 0.182], [0.124, 0.510, -0.174], [-0.084, 0.179, 0.086], [0.313, -0.119, -0.198], [-0.055, -0.087, 0.060], [-0.048, 0.049, 0.062], [-0.236, 0.141, 0.037], [-0.148, 0.080, 0.044], [0.002, 0.086, -0.011], [0.189, -0.298, -0.394], [-0.045, -0.012, -0.006], [0.036, 0.096, -0.134], [0.303, -0.214, -0.564], [-0.088, -0.057, 0.097], [-0.150, -0.138, 0.033], [-0.408, 0.385, 0.725], [0.212, 0.062, 0.241], [-0.067, -0.008, 0.253], [-0.225, 0.273, -1.043], [-0.510, -0.351, 0.393], [-0.051, -0.150, 0.212], [-0.063, 0.127, -0.310], [0.028, 0.062, 0.107], [0.020, 0.124, 0.037], [-0.010, -0.107, -0.002], [0.174, -0.098, 0.099], [-0.099, -0.022, -0.147], [0.084, 0.002, 0.060], [0.470, 0.250, -0.028], [0.204, -0.055, 0.197], [-0.044, 0.053, -0.059], [0.088, 0.018, 0.019], [0.151, -0.197, -0.139], [-0.050, 0.055, -0.062], [-0.033, -0.041, -0.056], [0.020, -0.041, 0.105], [-0.029, -0.074, -0.106], [0.128, 0.097, -0.110], [0.153, -0.059, 0.057], [-0.036, -0.154, -0.138], [-0.216, 0.000, -0.010], [-0.001, -0.066, 0.050], [0.072, 0.025, -0.139], [0.059, -0.044, 0.071], [-0.063, 0.008, -0.078], [0.073, -0.037, 0.037], [-0.087, -0.072, 0.021], [0.067, 0.016, -0.079], [0.029, 0.081, -0.060], [0.029, 0.099, 0.096], [-0.117, 0.034, 0.017]], "energy_ev": -58659.0486, "orbital_gap_ev": 9.0, "smiles": "CCOCCCNC(=O)CN1C(=O)CSc2cc(S(=O)(=O)N3CCCCCC3)ccc21", "e_homo_ev": -8.544, "max_force_ev_per_a": 1.10, "lumo_ev": 0.45}


3.
{"formula": "C8H18BiI2NO2P2", "method": "ωB97M-V/def2-TZVPD", "symbols": ["I", "I", "Bi", "P", "C", "C", "H", "H", "H", "H", "H", "H", "C", "H", "H", "H", "P", "C", "C", "H", "H", "H", "C", "H", "H", "H", "H", "H", "H", "C", "O", "O", "C", "N"], "positions_angstrom": [[0.266, -1.702, -4.958], [2.016, -2.812, -3.531], [0.000, 0.000, 0.000], [1.720, 1.509, -0.367], [3.326, 1.188, 0.456], [2.175, 1.690, -2.132], [2.931, 2.472, -2.268], [2.123, 3.915, -0.132], [1.270, 1.942, -2.691], [0.390, 3.514, -0.360], [3.707, 0.214, 0.138], [2.561, 0.738, -2.504], [1.318, 3.223, 0.139], [4.057, 1.964, 0.207], [1.157, 3.251, 1.220], [3.179, 1.161, 1.539], [-1.880, -1.342, 0.189], [-1.759, -2.836, 1.243], [-3.346, -0.468, 0.855], [-2.634, -1.153, -2.088], [-3.413, -2.557, -1.288], [-1.715, -2.653, -1.842], [-2.479, -1.999, -1.413], [-3.519, 0.419, 0.240], [-4.231, -1.114, 0.843], [-2.706, -3.386, 1.255], [-1.498, -2.539, 2.263], [-3.139, -0.148, 1.880], [-0.966, -3.485, 0.862], [1.005, -1.056, 1.091], [1.651, -1.734, 1.793], [-0.704, 1.697, 4.202], [-0.509, 1.227, 3.038], [-0.307, 0.740, 1.833]], "forces_ev_per_angstrom": [[-1.600, 1.042, -1.227], [1.542, -0.926, 1.412], [-5.296, 4.548, -11.008], [6.472, 6.361, -0.239], [-0.244, -0.521, 0.217], [-0.771, -0.799, 0.065], [-0.183, -0.113, 0.319], [-0.110, -0.241, -0.064], [0.150, 0.042, -0.143], [0.087, 0.196, 0.051], [0.112, 0.090, -0.001], [-0.002, 0.079, -0.091], [-0.440, -0.323, 0.136], [-0.214, -0.070, -0.083], [0.033, 0.038, -0.131], [0.055, 0.077, -0.065], [-7.525, -4.709, 1.922], [0.597, 0.140, 0.093], [0.428, 0.362, 0.002], [-0.090, -0.161, -0.105], [0.208, 0.192, 0.260], [-0.104, 0.013, -0.086], [0.940, 0.557, -0.189], [-0.198, -0.028, 0.094], [0.242, 0.039, -0.118], [0.096, 0.174, -0.131], [-0.099, -0.045, -0.047], [-0.068, -0.042, -0.115], [-0.112, -0.085, 0.035], [9.556, -10.242, 9.258], [-2.336, 2.422, -2.681], [1.457, -3.422, -8.221], [-0.442, 0.791, 1.195], [-2.141, 4.566, 9.685]], "energy_ev": -54767.8412, "orbital_gap_ev": [5.2, 5.7], "charge": 2, "e_homo_ev": [-14.375, -14.374], "max_force_ev_per_a": 16.79, "lumo_ev": [-9.15, -8.68]}


4.
{"formula": "C4H15N2O", "method": "ωB97M-V/def2-TZVPD", "symbols": ["C", "C", "C", "C", "N", "N", "H", "H", "H", "H", "H", "H", "H", "H", "H", "H", "H", "H", "H", "H", "H", "O"], "positions_angstrom": [[0.925, -1.405, 1.630], [1.465, -1.234, 0.213], [1.188, 0.203, -0.261], [-0.464, 2.067, 0.108], [-0.236, 0.607, -0.104], [-0.558, -1.455, 1.561], [1.186, -0.503, 2.190], [1.313, -2.277, 2.157], [2.554, -1.274, 0.227], [1.006, -1.980, -0.435], [1.528, 0.350, -1.280], [1.778, 0.856, 0.363], [-0.338, 2.266, 1.175], [-1.500, 2.300, -0.121], [0.299, 2.602, -0.451], [-0.703, 0.304, -0.968], [-0.659, 0.042, 0.664], [-0.864, -2.051, 0.799], [-0.957, -1.843, 2.406], [-2.383, 0.276, -2.608], [-1.795, 1.388, -3.470], [-1.722, 0.976, -2.601]], "forces_ev_per_angstrom": [[-0.485, -0.007, -0.037], [-0.310, 0.854, 0.472], [0.434, -0.505, 0.409], [0.187, -0.405, 0.700], [-0.214, 0.091, -0.999], [-0.015, -0.004, -0.002], [0.102, -0.188, 0.249], [0.243, 0.037, -0.194], [-0.026, -0.576, -0.206], [0.363, -0.102, -0.228], [-0.287, 0.127, -0.252], [0.122, 0.339, 0.249], [0.218, -0.031, -0.150], [0.196, 0.159, -0.462], [-0.432, 0.247, -0.179], [-0.127, 0.479, 0.071], [0.027, -0.215, 0.325], [0.115, -0.300, 0.130], [-0.047, 0.153, 0.061], [-0.150, 0.035, -0.151], [0.097, 0.040, 0.038], [-0.010, -0.227, 0.156]], "energy_ev": -9413.1629, "orbital_gap_ev": 11.2, "charge": 1, "e_homo_ev": -13.941, "max_force_ev_per_a": 1.03, "lumo_ev": -2.77}